{
  "formula": "C3H4N2O",
  "method": "ωB97M-V/def2-TZVPD",
  "e_above_lowest_kj_mol": 252.29,
  "spin_multiplicity": 1,
  "charge": 0,
  "e_tot_ev": -8201.271,
  "symbols": ["O", "N", "N", "C", "C", "C", "H", "H", "H", "H"],
  "positions_angstrom": [[1.0710, 0.6714, 0.5784], [-1.1311, 0.9689, 1.0997], [0.6198, -1.0955, -1.1633], [1.7934, -0.7253, -1.1700], [-0.1142, 0.3758, 0.4051], [-0.4556, -0.6652, -0.5713], [2.6209, -1.2425, -0.6904], [-2.0724, 0.9147, 0.7420], [-1.4476, -1.0062, -0.8402], [-0.8841, 1.8039, 1.6100]],
  "atomic_forces_ev_per_a": [[-0.3678, -0.0849, -0.0127], [0.0426, 0.1436, -0.0472], [0.4357, 0.3881, 0.0977], [-0.5208, -0.3325, -0.0135], [0.1123, -0.0187, -0.0567], [0.0892, -0.0375, -0.0263], [-0.0856, 0.0501, -0.0250], [0.1661, -0.0166, 0.0474], [0.1895, 0.0391, 0.0764], [-0.0612, -0.1306, -0.0401]]
}


{
  "formula": "C3H4N2O",
  "method": "ωB97M-V/def2-TZVPD",
  "e_above_lowest_kj_mol": 505.38,
  "spin_multiplicity": 1,
  "charge": 0,
  "e_tot_ev": -8198.648,
  "symbols": ["O", "N", "N", "C", "C", "C", "H", "H", "H", "H"],
  "positions_angstrom": [[0.9267, 1.9695, -1.5066], [-0.3930, 0.1221, 1.0187], [0.4353, -0.9760, -0.9184], [0.0148, 1.2735, 0.7082], [0.5804, 1.6029, -0.4588], [-0.3481, -1.0954, 0.2113], [0.7544, -1.8314, -1.4262], [-0.2459, 2.0886, 1.3329], [-1.5449, -1.1735, 0.1136], [-0.1796, -1.9803, 0.9254]],
  "atomic_forces_ev_per_a": [[-0.1189, 0.0430, 1.1533], [-1.6159, -4.0601, 2.0972], [0.1955, -0.3460, -0.7714], [0.1089, 1.0770, -0.5290], [1.2123, 0.3817, -3.3298], [-1.2620, 0.4259, 1.2803], [-0.7675, 0.6128, 0.9301], [0.0934, 0.8997, 0.6900], [2.0309, -0.1270, -0.6180], [0.1234, 1.0930, -0.9026]]
}


{
  "formula": "C3H4N2O",
  "method": "ωB97M-V/def2-TZVPD",
  "smiles": "O=C1CN1.C#N",
  "e_above_lowest_kj_mol": 314.59,
  "spin_multiplicity": 1,
  "charge": 0,
  "e_tot_ev": -8200.625,
  "symbols": ["O", "N", "N", "C", "C", "C", "H", "H", "H", "H"],
  "positions_angstrom": [[1.0122, 1.7558, 0.1886], [-2.4562, -0.5290, 0.3429], [0.4748, -0.4655, -0.5048], [1.8085, -0.6859, 0.0789], [-2.8812, 0.5221, 0.0834], [1.1304, 0.6068, -0.1184], [-3.1339, 1.5102, -0.1904], [2.6198, -0.9480, -0.6961], [1.8593, -0.9234, 1.0341], [-0.4337, -0.8430, -0.2181]],
  "atomic_forces_ev_per_a": [[0.0722, 0.5874, -0.3734], [-1.0951, 2.0950, -0.4778], [-1.2987, -0.9110, -0.9014], [1.7653, 1.5018, -5.7614], [1.3695, -2.5036, 0.5578], [-0.2756, 0.2881, 1.1402], [-0.3292, 0.4441, -0.0615], [-1.3095, -0.1060, 1.6502], [0.6020, -1.6532, 4.2542], [0.4990, 0.2576, -0.0269]]
}


{
  "formula": "C3H4N2O",
  "method": "ωB97M-V/def2-TZVPD",
  "smiles": "OC1=NCN=C1",
  "e_above_lowest_kj_mol": 221.67,
  "spin_multiplicity": 1,
  "charge": 0,
  "e_tot_ev": -8201.588,
  "symbols": ["O", "N", "N", "C", "C", "C", "H", "H", "H", "H"],
  "positions_angstrom": [[1.1760, -0.6636, 1.6426], [-1.2499, 0.1334, -0.8431], [0.9279, 0.7304, -0.1624], [-0.9247, -0.4839, 0.2587], [0.4322, -0.1612, 0.6358], [-0.0927, 0.8472, -1.1865], [-0.1954, 1.7740, -1.7478], [0.6587, -1.3048, 2.1438], [0.8099, 0.2675, -1.6070], [-1.6015, -1.1610, 0.7787]],
  "atomic_forces_ev_per_a": [[-0.1858, -0.2406, 0.1758], [0.4497, -0.4710, 0.3813], [-0.3700, 0.4313, 1.7424], [-0.2071, 0.0289, -0.3153], [0.2421, 0.6783, -0.0503], [1.2957, -0.2378, -0.3637], [0.0114, -0.0484, 0.3759], [0.0620, 0.0455, -0.0428], [-1.3985, -0.3364, -1.7500], [0.1005, 0.1502, -0.1532]]
}


{
  "formula": "C3H4N2O",
  "method": "ωB97M-V/def2-TZVPD",
  "smiles": "Nc1ccon1",
  "e_above_lowest_kj_mol": 272.82,
  "spin_multiplicity": 1,
  "charge": 0,
  "e_tot_ev": -8201.058,
  "symbols": ["O", "N", "N", "C", "C", "C", "H", "H", "H", "H"],
  "positions_angstrom": [[1.5200, -1.2590, -0.1491], [0.0496, -1.5917, 0.2083], [-1.7524, -0.0624, -0.0704], [0.5013, 0.6508, 0.3177], [-0.4619, -0.3838, 0.2684], [1.6496, 0.0665, -0.0405], [-2.1788, 0.7807, 0.2703], [2.5668, 0.6127, -0.2478], [-2.1225, -0.4985, -0.8943], [0.2283, 1.6848, 0.3374]],
  "atomic_forces_ev_per_a": [[-1.3584, -0.2387, 1.1441], [1.5037, 1.0111, -1.5501], [-0.7313, -0.9394, 0.8470], [0.0841, 0.4373, -0.2787], [0.3441, 0.2207, -0.7193], [-0.1876, 0.1729, 0.5159], [0.1613, -0.0563, -0.1776], [0.1640, -0.8393, -0.0651], [-0.2278, -0.1160, 0.2222], [0.2480, 0.3477, 0.0615]]
}


{
  "formula": "C3H4N2O",
  "method": "ωB97M-V/def2-TZVPD",
  "smiles": "C#[N+][O-].C#CN",
  "e_above_lowest_kj_mol": 530.40,
  "spin_multiplicity": 1,
  "charge": 0,
  "e_tot_ev": -8198.388,
  "symbols": ["O", "N", "N", "C", "C", "C", "H", "H", "H", "H"],
  "positions_angstrom": [[-3.4587, 1.5487, 0.3631], [-2.2621, 1.5133, 0.2138], [1.6268, 0.0522, -0.2774], [-1.1120, 1.5095, 0.0678], [0.2602, -2.1257, -0.3071], [0.9320, -1.1270, -0.2989], [2.0744, 0.2578, -1.1639], [-0.3200, -3.0212, -0.3168], [-0.0591, 1.3071, -0.0457], [2.3074, 0.0911, 0.4737]],
  "atomic_forces_ev_per_a": [[0.2128, 0.0284, -0.0320], [0.7339, 0.0051, -0.0911], [0.1104, -0.1789, -0.0378], [-0.8413, -0.0448, 0.1186], [0.2970, 0.4536, 0.0055], [-0.2552, -0.4334, -0.0098], [-0.0364, -0.0337, 0.0865], [0.0902, 0.1716, 0.0042], [-0.2273, 0.0282, 0.0322], [-0.0840, 0.0038, -0.0762]]
}


{
  "formula": "C3H4N2O",
  "method": "ωB97M-V/def2-TZVPD",
  "smiles": "[H]/N=C/N=C=CO",
  "e_above_lowest_kj_mol": 455.49,
  "spin_multiplicity": 1,
  "charge": 0,
  "e_tot_ev": -8199.165,
  "symbols": ["O", "N", "N", "C", "C", "C", "H", "H", "H", "H"],
  "positions_angstrom": [[2.3809, -0.5691, -0.3688], [-1.9640, 0.0311, 0.2334], [0.0697, 0.9874, -0.2422], [0.5199, -0.1528, -0.1709], [1.1473, -1.2909, -0.0074], [-1.2758, 1.0903, 0.0520], [-2.9343, 0.2648, 0.4175], [-1.6404, 2.1146, 0.0634], [2.7523, -0.2086, 0.4464], [0.9443, -2.2669, -0.4236]],
  "atomic_forces_ev_per_a": [[0.9629, -0.4306, 0.2330], [-0.1273, 0.4429, -0.0047], [-0.0445, -0.5678, -0.1148], [-0.8283, 0.0968, 0.0449], [0.3298, 0.5943, -0.7282], [-0.4112, 0.0586, 0.0993], [-0.0725, 0.0217, 0.0489], [-0.1179, -0.0253, 0.0758], [0.1597, -0.2788, 0.0211], [0.1493, 0.0882, 0.3248]]
}


{
  "formula": "C3H4N2O",
  "method": "ωB97M-V/def2-TZVPD",
  "smiles": "[H]/N=C(/C#N)OC",
  "e_above_lowest_kj_mol": 238.72,
  "spin_multiplicity": 1,
  "charge": 0,
  "e_tot_ev": -8201.411,
  "symbols": ["O", "N", "N", "C", "C", "C", "H", "H", "H", "H"],
  "positions_angstrom": [[1.1434, 0.8216, 0.0568], [4.5160, 0.3745, -0.0575], [1.6873, -1.5554, 0.1698], [-0.1636, 0.5620, -0.1337], [1.8928, -0.3246, 0.1281], [3.4523, 0.0113, 0.1378], [-0.4813, 1.1738, -0.9681], [-0.7199, 0.8685, 0.7244], [-0.3912, -0.5346, -0.3621], [0.8003, -1.9175, -0.0014]],
  "atomic_forces_ev_per_a": [[3.7582, -1.6812, 0.3203], [0.9164, 0.0345, 0.0722], [1.4265, 0.6853, -0.1822], [-3.1627, -1.3001, -1.2438], [3.6956, 0.9350, 0.4320], [-3.9502, 0.1950, -0.0949], [-0.3450, -0.0350, -0.2944], [-0.5405, 0.0352, 0.7103], [0.1767, 1.6230, 0.2491], [-1.9748, -0.4918, 0.0313]]
}


{
  "formula": "C3H4N2O",
  "method": "ωB97M-V/def2-TZVPD",
  "smiles": "N#CCC(N)=O",
  "e_above_lowest_kj_mol": 19.56,
  "spin_multiplicity": 1,
  "charge": 0,
  "e_tot_ev": -8203.683,
  "symbols": ["O", "N", "N", "C", "C", "C", "H", "H", "H", "H"],
  "positions_angstrom": [[0.0045, 1.9683, -0.6610], [1.4348, 0.2700, -0.1610], [-0.8906, -2.3773, -0.5335], [0.2125, 0.8667, -0.2020], [-0.9120, 0.0451, 0.4550], [-0.9448, -1.3145, -0.0812], [-0.7469, -0.0054, 1.5371], [-1.8604, 0.5556, 0.2771], [1.5212, -0.7098, 0.0578], [2.1816, 0.7012, -0.6885]],
  "atomic_forces_ev_per_a": [[0.0658, -0.3324, 0.1689], [0.0218, 0.0972, -0.1524], [-0.0870, 0.9654, 0.4622], [0.0387, 0.1785, 0.0080], [-0.0685, 0.0538, 0.0016], [0.0436, -0.9541, -0.3867], [0.0042, 0.0316, -0.1422], [0.1527, -0.0737, -0.0358], [-0.0135, 0.0848, -0.0574], [-0.1578, -0.0511, 0.1338]]
}


{
  "formula": "C3H4N2O",
  "method": "ωB97M-V/def2-TZVPD",
  "smiles": "Cc1nnco1",
  "e_above_lowest_kj_mol": 278.17,
  "spin_multiplicity": 1,
  "charge": 0,
  "e_tot_ev": -8201.002,
  "symbols": ["O", "N", "N", "C", "C", "C", "H", "H", "H", "H"],
  "positions_angstrom": [[-0.0144, -0.9310, -0.0873], [-1.5864, 0.6262, 0.0330], [-0.2298, 1.1988, -0.0534], [0.6271, 0.1885, 0.0367], [2.0780, -0.0662, 0.0655], [-1.4341, -0.7091, 0.0718], [2.4661, 1.0385, -0.2589], [-1.9364, -1.6051, -0.0747], [2.2635, -0.7243, -0.7607], [2.4096, -0.5148, 0.8921]],
  "atomic_forces_ev_per_a": [[-2.9951, -3.5945, 1.4825], [1.8325, -2.6937, -0.0867], [-0.3054, -0.9590, 1.4098], [-2.9787, 0.9410, -1.0052], [-0.6618, 5.9501, -4.7740], [4.9801, 5.4772, -1.4468], [0.0750, -2.8355, 1.3047], [-1.5827, -0.9328, 0.1076], [0.2726, -0.2794, -0.5276], [1.3636, -1.0733, 3.5356]]
}